Below is a cluster of 2 separate species, C6H7BrO in total in a non-equilibrium geometry, with properties calculated with ωB97M-V/def2-TZVPD.

The geometry in XYZ format:
```
15
Properties=species:S:1:pos:R:3:forces:R:3
C -1.33193 -1.15223 0.23574 -1.0 3.0 1.3
C -1.54996 0.24708 0.51789 -1.5 0.6 1.3
C -0.38141 -1.20726 -0.73408 -0.9 -2.3 0.6
C -0.75313 0.98657 -0.29399 2.0 -2.5 -1.7
C -0.43651 2.25768 -0.55933 0.3 0.1 -0.2
C 2.20725 -0.87235 0.72355 1.4 -0.7 -0.3
O 0.00692 0.03254 -1.05160 0.3 0.1 -1.0
Br 3.20016 -0.68899 -0.79894 0.1 0.1 -0.3
H -1.91290 -1.74083 0.88858 -0.1 -1.8 -0.1
H -2.21241 0.85326 1.21054 0.6 -1.6 -0.7
H -0.06988 -2.23136 -1.15725 0.2 2.5 0.1
H -1.03767 2.96511 -0.08839 -0.5 1.5 0.5
H 0.37438 2.43969 -1.23030 0.1 0.5 -0.2
H 2.58041 -1.49849 1.47503 0.6 -0.8 0.8
H 1.31667 -0.39042 0.86255 -1.8 1.3 0.0
```
Positions in Å, forces in eV/Å.

The value obtained for the highest occupied orbital energy (alpha / beta) is -0.2669 / -0.2962 Eh. The calculation puts the HOMO-LUMO gap (alpha / beta) at 7.38 / 7.59 eV. The lowest unoccupied orbital energy (alpha / beta) comes out at 0.004 / -0.017 Ha.

=====

Below is a cluster of 2 separate species, C4H10O in total in a non-equilibrium geometry, with properties calculated with ωB97M-V/def2-TZVPD.

The geometry in XYZ format:
```
15
Properties=species:S:1:pos:R:3:forces:R:3
C 2.02378 -2.18022 0.05496 2.2 1.3 0.2
C 1.64529 -0.89836 0.80369 -1.0 -2.0 -1.3
O 2.40272 0.00165 0.99761 -0.2 0.4 0.3
H 1.80240 -2.21143 -1.01052 -0.9 0.0 0.1
H 3.11182 -2.04137 0.01114 0.1 -0.7 0.2
H 1.75398 -3.07105 0.61037 -0.2 -0.1 -0.2
H 0.57564 -1.00553 1.08512 0.0 1.1 0.6
C -2.59631 1.68507 -1.49459 0.1 1.5 0.3
C -2.85791 1.27102 -0.04449 0.0 0.5 -0.6
H -3.19400 1.17381 -2.24503 0.4 -0.4 0.0
H -2.83606 2.74873 -1.60183 -0.6 0.0 0.0
H -1.53633 1.78087 -1.72104 0.2 -0.9 -0.2
H -2.29138 0.37946 0.22167 -0.3 -0.1 0.2
H -3.93139 1.15758 0.09240 0.0 -0.4 0.2
H -2.56330 2.09983 0.60076 0.2 -0.2 0.2
```
Positions in Å, forces in eV/Å.

The value obtained for the highest occupied orbital energy is -0.3669 Eh. The calculation puts the HOMO-LUMO gap at 10.88 eV. As for the SMILES: CC=O.CC. The lowest unoccupied orbital energy comes out at 0.033 Ha.

=====

Below is a cluster of 2 separate species, CHN4O2 in total in a non-equilibrium geometry, with properties calculated with ωB97M-V/def2-TZVPD.

The geometry in XYZ format:
```
8
Properties=species:S:1:pos:R:3:forces:R:3
C -0.17254 -0.09647 -0.14963 0.4 1.0 2.8
N 0.39668 2.10841 0.70666 1.0 3.3 1.8
N 0.24016 2.23826 -0.43767 -0.4 -0.8 -2.4
N -0.09427 0.06336 1.10027 -1.0 -2.7 -3.4
N 0.27201 1.27032 1.62897 0.4 0.3 2.4
O -0.30915 -2.51706 -1.30849 0.3 -2.1 1.8
O -0.20083 -0.55917 -1.23008 -0.4 1.1 -1.0
H -0.13207 -2.50764 -0.31006 -0.3 -0.1 -1.9
```
Positions in Å, forces in eV/Å.

The value obtained for the highest occupied orbital energy (alpha / beta) is -0.0879 / -0.1176 Eh. The calculation puts the HOMO-LUMO gap (alpha / beta) at 6.44 / 5.81 eV. Its total charge is -1. As for the spin multiplicity: 3. As for the expectation value of S²: 2.01. The lowest unoccupied orbital energy (alpha / beta) comes out at 0.149 / 0.096 Ha.

=====

Below is a cluster of 2 separate species, C2H2F3NO in total in a non-equilibrium geometry, with properties calculated with ωB97M-V/def2-TZVPD.

The geometry in XYZ format:
```
9
Properties=species:S:1:pos:R:3:forces:R:3
O -2.21309 -2.03538 -3.03677 -0.7 -1.0 -0.4
N -1.69750 -0.99503 -2.80961 0.9 1.2 0.7
C -1.24965 -0.04638 -2.27052 -1.2 -1.6 -0.1
F -0.50684 0.95904 -2.47759 0.9 1.4 -0.5
F 1.34564 2.13197 0.95070 0.0 0.2 0.4
C 0.79522 1.64123 -0.22238 1.7 -0.6 3.6
F 0.04014 0.59467 0.17166 0.1 -0.2 -0.9
H 1.67682 1.47853 -0.77154 0.6 -1.4 -1.4
H 0.25949 2.41687 -0.57960 -2.4 2.1 -1.5
```
Positions in Å, forces in eV/Å.

The value obtained for the highest occupied orbital energy is -0.3753 Eh. The calculation puts the HOMO-LUMO gap at 9.82 eV. As for the SMILES: [O-][N+]#CF.FCF. The lowest unoccupied orbital energy comes out at -0.014 Ha.

=====

Below is the ion C4H12N2 with charge -1 in a non-equilibrium geometry, with properties calculated with ωB97M-V/def2-TZVPD.

The geometry in XYZ format:
```
18
Properties=species:S:1:pos:R:3:forces:R:3
N 0.15338 -0.92804 1.41470 0.0 -0.6 0.7
C 0.55893 0.36201 0.89871 0.3 0.2 -0.2
C -0.39285 1.46282 1.30626 -0.8 0.6 1.0
C 0.93220 0.33619 -0.59613 -0.6 -0.3 -0.4
N 0.31320 -0.76308 -1.32175 -0.4 0.0 -0.2
C -1.14646 -0.63760 -1.48862 0.5 -0.2 0.9
H 0.27078 -1.68445 0.74434 -0.1 0.4 -0.1
H -0.80080 -0.92029 1.75159 0.0 0.0 -0.2
H 1.49395 0.66103 1.38634 0.1 -0.1 0.2
H -0.38533 1.59710 2.40659 0.2 -0.2 -0.3
H -1.46465 1.33745 1.10087 0.3 -0.3 -0.5
H -0.08433 2.42893 0.90231 0.0 0.0 -0.2
H 1.99996 0.16029 -0.67467 0.4 0.1 -0.1
H 0.68157 1.31070 -1.04116 0.2 0.0 0.1
H 0.74187 -0.86356 -2.23170 0.2 0.1 -0.1
H -1.47908 0.25691 -0.96479 -0.3 0.2 -0.5
H -1.48195 -0.67179 -2.51969 0.0 0.3 -0.2
H -1.63677 -1.45200 -0.96027 -0.2 -0.3 0.1
```
Positions in Å, forces in eV/Å.

The value obtained for the highest occupied orbital energy (alpha / beta) is 0.0530 / -0.1838 Eh. The calculation puts the HOMO-LUMO gap (alpha / beta) at 2.84 / 9.33 eV. Its total charge is -1. As for the spin multiplicity: 2. As for the expectation value of S²: 0.75. The lowest unoccupied orbital energy (alpha / beta) comes out at 0.157 / 0.159 Ha.

=====

Below is an isolated molecule of C8H13NO2 in a non-equilibrium geometry, with properties calculated with ωB97M-V/def2-TZVPD.

The geometry in XYZ format:
```
24
Properties=species:S:1:pos:R:3:forces:R:3
C -1.26166 1.54727 0.79755 0.8 1.7 1.3
C 1.85015 2.45018 -1.30976 0.8 -1.0 2.5
C 1.51114 0.95185 -1.30694 -0.7 -0.3 1.2
C 0.59508 1.95516 -0.69210 0.8 0.2 -1.7
C -2.29781 -0.34568 -0.22322 -1.1 -1.2 -0.1
C 2.27902 0.01834 -0.36379 2.3 1.4 1.1
C -1.73808 -1.63968 -0.66196 0.2 0.5 -0.4
C -3.57269 -0.10135 0.44998 -1.4 -1.9 -2.3
N -0.04893 2.19468 0.50968 0.7 1.0 -0.1
O -1.99819 1.92335 1.70650 0.7 -1.2 -1.8
O -1.29946 0.51876 -0.07019 0.8 1.7 1.0
H 2.65253 2.53977 -0.54270 -0.3 0.4 -0.5
H 2.01343 3.15879 -2.09229 -0.5 0.0 -0.8
H 1.18000 0.33955 -2.15395 0.0 0.8 -0.2
H 3.20542 -0.32984 -0.87814 -0.8 -0.3 0.2
H 1.63736 -0.78963 -0.06248 -0.1 -0.5 0.1
H 2.76039 0.48516 0.61984 -1.5 -0.5 -1.9
H -1.66520 -2.29175 0.20386 0.5 -0.5 0.0
H -0.79067 -1.38524 -1.14770 0.2 -0.4 0.5
H -2.27309 -2.13276 -1.44811 -0.8 -0.4 -0.2
H -3.58104 -0.04874 1.48804 0.3 -0.1 2.1
H -4.28266 -0.93270 0.12294 0.7 1.2 0.4
H -3.94466 0.83988 0.11610 -0.7 0.8 -0.3
H 0.20226 3.12168 0.92602 -1.0 -1.4 -0.2
```
Positions in Å, forces in eV/Å.

The value obtained for the highest occupied orbital energy (alpha / beta) is -0.2533 / -0.2637 Eh. The calculation puts the HOMO-LUMO gap (alpha / beta) at 7.36 / 7.99 eV. The lowest unoccupied orbital energy (alpha / beta) comes out at 0.017 / 0.030 Ha.